# 1
63
Properties=species:S:1:pos:R:3 method="wB97M-V/def2-TZVPD" e_lumo_ev=0.4 spin_multiplicity=1 homo_lumo_gap_ev=11.00 relative_energy_kj_mol=282.4 smiles="C[N+](=O)[O-].COC(=O)OC.COC(=O)OC.COC(=O)OC.COC(=O)OC.ClCCCl"
Cl 1.81086 -1.92167 0.25567
C 3.21916 -0.87275 -0.17401
C 3.93966 -1.51908 -1.25241
Cl 4.93142 -3.02389 -0.83884
H 3.92228 -0.66144 0.63164
H 2.87203 0.11630 -0.47298
H 4.66657 -0.83832 -1.69545
H 3.24530 -1.70607 -2.07155
C 2.17573 -4.89843 -9.66773
N 2.46560 -5.07949 -8.23623
O 1.52077 -5.30763 -7.47029
O 3.60390 -4.97631 -7.88281
H 1.17265 -5.29543 -9.82372
H 2.97945 -5.44282 -10.16347
H 2.23366 -3.83099 -9.88061
C -3.81394 -1.79483 -5.63667
O -5.09778 -1.93890 -6.23484
C -5.50252 -3.03614 -6.92929
O -4.75601 -3.81880 -7.52813
O -6.86969 -3.12489 -6.90939
C -7.46070 -4.27741 -7.53926
H -3.96344 -1.18275 -4.74723
H -3.15206 -1.27251 -6.32746
H -3.43438 -2.78747 -5.39433
H -6.94425 -5.19482 -7.25688
H -7.43826 -4.22892 -8.62794
H -8.52423 -4.37322 -7.32056
C -1.48696 8.54501 8.67132
O -1.12590 7.21565 8.28766
C -1.04283 6.82741 7.05076
O -1.09324 7.63865 6.12791
O -0.77668 5.50729 6.99148
C -0.53620 4.84833 5.76225
H -1.17525 9.27522 7.92450
H -1.23426 8.69224 9.72134
H -2.57103 8.65346 8.70477
H -1.43778 4.40995 5.33435
H 0.16020 4.09384 6.12816
H -0.02036 5.37929 4.96220
C -4.32937 4.57437 0.90851
O -3.42949 4.22176 -0.15302
C -2.38437 5.02948 -0.54741
O -1.58207 4.61736 -1.40137
O -2.52648 6.28829 0.03288
C -1.48888 7.24662 -0.19649
H -4.06167 5.45437 1.49335
H -4.50285 3.80995 1.66590
H -5.29661 4.70178 0.42238
H -1.56283 7.55304 -1.23992
H -0.53037 6.73353 -0.11853
H -1.54948 8.05651 0.53049
C 3.69310 -5.54713 5.34998
O 5.04756 -5.63827 5.21491
C 5.84517 -4.59524 5.42154
O 5.40478 -3.45115 5.68610
O 7.16054 -4.96382 5.20397
C 7.60926 -6.27329 4.84412
H 3.35678 -5.87604 6.33324
H 3.21501 -6.28093 4.70108
H 3.20838 -4.57840 5.22880
H 7.43525 -6.35473 3.77119
H 7.13800 -7.14248 5.30293
H 8.66918 -6.38324 5.07343

# 2
144
Properties=species:S:1:pos:R:3 method="wB97M-V/def2-TZVPD" charge=-1 e_lumo_ev=1.7 spin_multiplicity=1 homo_lumo_gap_ev=6.30 relative_energy_kj_mol=0.0
C 3.20896 -0.49847 -0.32847
C 2.96693 0.99270 -0.11947
C 1.68122 1.55613 -0.73822
C 1.48490 1.23776 -2.22627
C 0.81398 -0.09719 -2.63800
C -0.07541 -0.77731 -1.59516
C -1.18130 -1.63127 -2.22721
C -2.26013 -2.05169 -1.21179
C -3.66747 -1.63302 -1.63420
C -4.70127 -1.81825 -0.51376
C -5.10932 -0.50087 0.16747
B -6.07941 0.55956 -0.64541
S -6.63827 -0.25217 -2.32916
C -5.43387 2.03870 -0.90741
F -5.03669 2.58695 0.36318
C -4.25238 2.19033 -1.88051
C -2.85192 2.04549 -1.25248
H 2.47686 -1.08654 0.22796
H 3.16848 -0.77087 -1.38416
H 4.19636 -0.77961 0.04809
H 2.94455 1.19455 0.95677
H 3.80962 1.56913 -0.51768
H 0.80812 1.28582 -0.14055
H 1.76215 2.64377 -0.66303
H 2.48169 1.28154 -2.68484
H 0.91971 2.05573 -2.68042
H 0.17788 0.11785 -3.50380
H 1.57385 -0.79280 -3.00546
H -0.56206 -0.02712 -0.96911
H 0.53202 -1.42288 -0.95374
H -1.66523 -1.01857 -2.99635
H -0.74054 -2.50519 -2.71474
H -2.24583 -3.13620 -1.06350
H -2.03615 -1.60443 -0.23601
H -3.64744 -0.57964 -1.92382
H -3.95526 -2.19191 -2.53064
H -5.58144 -2.35541 -0.88192
H -4.24479 -2.47527 0.23981
H -4.19117 -0.00138 0.50801
H -5.64025 -0.77143 1.09007
H -7.09321 0.75091 0.02082
H -7.46821 0.66300 -2.85081
H -6.23247 2.70815 -1.25257
H -4.30972 3.16500 -2.37743
H -4.37908 1.44331 -2.66773
H -2.89890 1.99962 -0.16496
H -2.34599 1.14325 -1.60219
H -2.20957 2.88931 -1.51727
F -4.58797 -5.03530 1.23481
C -5.02847 -4.51062 2.39619
C -4.52246 -5.01287 3.57917
C -4.98164 -4.47929 4.77526
C -5.93064 -3.46651 4.77335
C -6.42219 -2.98262 3.56818
C -5.96992 -3.50130 2.36348
H -3.78424 -5.80302 3.55341
H -4.59222 -4.85695 5.71207
H -6.28354 -3.05118 5.70801
H -7.15804 -2.18901 3.56037
H -6.32796 -3.12308 1.41545
F 6.61696 -0.98340 1.83802
C 6.60386 -2.27692 1.44379
C 6.90738 -2.57002 0.13005
C 6.88658 -3.89895 -0.26898
C 6.56676 -4.89955 0.63827
C 6.26566 -4.57143 1.95339
C 6.28365 -3.24818 2.36968
H 7.14235 -1.77046 -0.55932
H 7.11673 -4.15035 -1.29588
H 6.54725 -5.93302 0.31939
H 6.01195 -5.34845 2.66231
H 6.05275 -2.96403 3.38611
F 3.29100 4.40861 -1.30767
C 4.55637 4.86775 -1.39897
C 4.86998 5.80300 -2.36342
C 6.17398 6.27681 -2.41462
C 7.12748 5.81815 -1.51552
C 6.78015 4.87261 -0.55914
C 5.48311 4.38514 -0.49705
H 4.10846 6.14849 -3.04921
H 6.44315 7.01260 -3.16107
H 8.14051 6.19503 -1.56310
H 7.52032 4.50506 0.13955
H 5.18797 3.63748 0.22514
F 3.09577 1.58082 -6.66917
C 1.83972 2.07783 -6.69710
C 1.37376 2.77126 -5.59911
C 0.08064 3.27313 -5.63373
C -0.71969 3.07661 -6.75088
C -0.22259 2.37705 -7.84163
C 1.06953 1.87040 -7.82347
H 2.00761 2.89818 -4.73185
H -0.30539 3.80966 -4.77688
H -1.73095 3.45973 -6.76640
H -0.84576 2.21542 -8.71141
H 1.47714 1.31832 -8.65932
F 5.31743 2.34798 2.13350
C 4.68521 2.76664 3.25094
C 5.15084 2.34582 4.47898
C 4.48618 2.77959 5.61745
C 3.38005 3.61164 5.51247
C 2.93315 4.01420 4.26121
C 3.58764 3.59259 3.11297
H 6.00779 1.68839 4.53392
H 4.83434 2.45950 6.59070
H 2.86287 3.94041 6.40377
H 2.06536 4.65428 4.17393
H 3.25381 3.88655 2.12657
F -9.36060 0.09470 4.22016
C -8.92895 1.30905 3.79528
C -9.39206 2.43391 4.44870
C -8.94792 3.67508 4.01201
C -8.06105 3.76806 2.94743
C -7.61321 2.61842 2.30872
C -8.05193 1.37196 2.73346
H -10.08355 2.33196 5.27439
H -9.29706 4.57104 4.51011
H -7.71496 4.73780 2.61389
H -6.91594 2.66590 1.48309
H -7.71902 0.47079 2.23511
F -6.25861 -7.60371 -4.71653
C -6.51541 -6.37097 -4.20932
C -6.63467 -5.30772 -5.08011
C -6.89700 -4.04980 -4.55286
C -7.03623 -3.87140 -3.18339
C -6.90534 -4.96273 -2.33486
C -6.64332 -6.22846 -2.84342
H -6.51799 -5.46845 -6.14360
H -6.98797 -3.19841 -5.21478
H -7.23292 -2.88409 -2.78342
H -6.99759 -4.82706 -1.26485
H -6.53450 -7.09079 -2.19941
F 8.17101 -2.35273 4.71459
C 9.43176 -1.90658 4.54410
C 9.68880 -1.00925 3.52808
C 10.99152 -0.55921 3.36454
C 12.00379 -1.00599 4.20275
C 11.71354 -1.91205 5.21391
C 10.41684 -2.37175 5.39249
H 8.88564 -0.68023 2.88211
H 11.21316 0.14578 2.57415
H 13.01635 -0.65028 4.06727
H 12.49936 -2.26600 5.86827
H 10.16404 -3.07616 6.17311

Q: Which HOMO energy values were calculated for the entries above? A: -10.629, -4.575, in eV.